# 1
Below is C42H50ClN6O2PPdSSi as an isolated structure at a distorted geometry, with properties calculated with ωB97M-V/def2-TZVPD.

Properties
LUMO energy (alpha / beta) ... -5.145 / -7.280 eV
Maximum force ... 0.023 hartree/bohr
Kohn-Sham gap (alpha / beta) ... 7.905 / 6.136 eV
⟨S²⟩ ... 6.017
E ... -101390.9856 eV
Energy above the lowest of the compared OMol25 structures with the same formula, charge and spin ... 2.445 eV

The geometry in ORCA input format:
```
! RIJCOSX wB97M-V def2-TZVPD def2/J DEFGRID3
* xyz 2 5
Pd 1.06 0.64 -0.02
S 6.10 -3.77 -3.74
N 6.25 -2.30 -3.11
C 5.13 -2.07 -2.43
C 4.83 -0.86 -1.67
C 5.76 0.17 -1.46
C 5.41 1.21 -0.63
C 4.12 1.25 -0.10
N 3.21 0.32 -0.38
C 3.57 -0.76 -1.09
C 2.63 -1.88 -1.09
N 1.52 -1.74 -0.34
C 0.73 -2.79 -0.19
C 0.99 -4.03 -0.80
C 2.09 -4.16 -1.60
C 2.95 -3.07 -1.74
C 4.21 -3.13 -2.47
N 4.64 -4.17 -3.18
H 6.73 0.10 -1.92
H 6.11 2.00 -0.39
H 3.82 2.03 0.57
H -0.14 -2.66 0.43
H 0.32 -4.86 -0.62
H 2.33 -5.10 -2.09
C -1.05 1.54 4.34
N 0.14 1.80 3.54
C 0.30 3.14 2.98
C 0.94 0.82 3.08
O 1.63 1.02 2.02
N 1.01 -0.34 3.75
C 0.81 -0.38 5.21
C 1.83 -1.42 3.22
H -1.81 2.26 4.05
H -0.87 1.64 5.41
H -1.43 0.54 4.13
H -0.23 3.84 3.63
H -0.12 3.20 1.97
H 1.35 3.41 2.95
H 1.17 0.54 5.67
H 1.39 -1.21 5.60
H -0.24 -0.53 5.48
H 1.90 -1.34 2.14
H 1.38 -2.37 3.48
H 2.84 -1.38 3.63
Cl -1.37 1.14 0.84
C -0.95 1.47 -0.82
H -1.12 2.50 -1.07
H -1.32 0.69 -1.49
C 0.39 4.58 -0.68
P 1.57 3.20 -0.87
C 1.53 2.81 -2.65
C 3.12 4.13 -0.64
C 3.91 4.53 -1.71
C 5.04 5.31 -1.48
C 5.38 5.69 -0.19
C 4.59 5.30 0.88
C 3.47 4.53 0.65
H 0.73 5.39 -1.33
H 0.41 4.94 0.35
H -0.64 4.34 -0.94
H 1.41 3.71 -3.25
H 0.70 2.13 -2.86
H 2.46 2.31 -2.94
H 3.67 4.25 -2.72
H 5.65 5.62 -2.32
H 6.26 6.30 -0.02
H 4.85 5.60 1.88
H 2.85 4.22 1.49
C -2.70 -3.27 -3.19
C -3.52 -3.45 -1.94
C -3.04 -4.55 -1.04
C -5.00 -3.39 -2.15
Si -2.97 -1.59 -0.72
O -1.45 -1.42 -1.05
C -3.43 -2.11 1.01
C -4.73 -2.45 1.39
C -5.03 -2.78 2.70
C -4.03 -2.79 3.66
C -2.73 -2.45 3.31
C -2.44 -2.11 1.99
C -4.10 -0.31 -1.43
C -5.11 0.30 -0.67
C -5.89 1.32 -1.20
C -5.68 1.75 -2.50
C -4.68 1.17 -3.27
C -3.90 0.16 -2.74
H -2.80 -4.20 -3.76
H -1.64 -3.11 -2.97
H -3.06 -2.46 -3.82
H -3.18 -5.49 -1.59
H -3.60 -4.62 -0.11
H -1.98 -4.45 -0.81
H -5.25 -4.25 -2.78
H -5.32 -2.49 -2.68
H -5.57 -3.49 -1.23
H -5.53 -2.44 0.66
H -6.04 -3.04 2.97
H -4.26 -3.05 4.69
H -1.95 -2.46 4.05
H -1.42 -1.84 1.73
H -5.29 -0.03 0.35
H -6.67 1.77 -0.60
H -6.30 2.53 -2.92
H -4.51 1.51 -4.29
H -3.11 -0.27 -3.34
*
```

Results of the Löwdin charge analysis, in e, for atoms 1 through 8:
1. Pd 0.918
2. S 1.078
3. N -0.202
4. C -0.303
5. C -0.069
6. C 0.046
7. C 0.001
8. C -0.119

=====

# 2
Below is C29H29F5MoN2O3PTe as an isolated structure at a distorted geometry, with properties calculated with ωB97M-V/def2-TZVPD.

Properties
LUMO energy (alpha / beta) ... 2.398 / 2.399 eV
Maximum force ... 0.028 hartree/bohr
Kohn-Sham gap (alpha / beta) ... 5.932 / 5.933 eV
E ... -71699.1974 eV
Energy above the lowest of the compared OMol25 structures with the same formula, charge and spin ... 0.000 eV

The geometry in ORCA input format:
```
! RIJCOSX wB97M-V def2-TZVPD def2/J DEFGRID3
* xyz -1 1
Mo 1.13 0.24 0.05
C -5.74 2.35 0.38
C -4.49 2.87 0.68
C -3.35 2.21 0.25
C -3.44 1.04 -0.49
C -4.70 0.52 -0.79
C -5.85 1.18 -0.36
P -1.91 0.12 -0.78
C -2.21 -0.90 -2.22
C -2.89 -0.38 -3.32
C -3.13 -1.18 -4.42
C -2.71 -2.51 -4.41
C -2.06 -3.03 -3.31
C -1.80 -2.23 -2.21
C -1.63 -0.81 0.71
C -2.65 -1.55 1.32
C -2.46 -2.06 2.58
C -1.25 -1.78 3.24
C -0.26 -1.05 2.62
C -0.38 -0.55 1.30
H -6.64 2.86 0.71
H -4.41 3.79 1.25
H -2.37 2.61 0.48
H -4.79 -0.39 -1.36
H -6.82 0.77 -0.60
H -3.21 0.65 -3.33
H -3.62 -0.77 -5.29
H -2.89 -3.13 -5.28
H -1.73 -4.06 -3.31
H -1.25 -2.61 -1.36
H -3.59 -1.72 0.80
H -3.23 -2.65 3.07
H -1.10 -2.15 4.24
H 0.67 -0.88 3.16
N 1.06 2.25 1.03
C 1.22 3.36 0.07
C 2.61 3.37 -0.52
C 3.10 2.11 -1.23
O 4.29 1.97 -1.40
O 2.20 1.25 -1.64
H 0.17 2.33 1.51
H 1.78 2.29 1.74
H 1.03 4.32 0.56
H 0.48 3.23 -0.72
H 3.36 3.61 0.24
H 2.66 4.16 -1.27
F 0.54 2.86 -2.88
Te 0.52 0.98 -3.39
F 1.91 1.60 -4.46
F 0.35 -0.22 -4.91
F 0.71 -1.19 -1.32
F -0.99 1.72 -4.28
O -0.76 1.15 -0.89
C 4.47 1.16 2.26
C 4.38 -0.33 2.43
C 5.29 -1.02 3.23
C 5.21 -2.40 3.38
C 4.22 -3.10 2.70
C 3.31 -2.45 1.88
C 2.25 -3.21 1.12
C 3.39 -1.06 1.77
N 2.46 -0.40 0.96
H 5.36 1.55 2.75
H 3.60 1.65 2.71
H 4.51 1.43 1.20
H 6.06 -0.46 3.75
H 5.92 -2.92 4.01
H 4.17 -4.18 2.79
H 2.48 -4.27 1.11
H 2.16 -2.84 0.10
H 1.27 -3.07 1.58
*
```

Results of the Löwdin charge analysis, in e, for atoms 1 through 8:
1. Mo 1.492
2. C -0.093
3. C -0.078
4. C -0.059
5. C -0.254
6. C -0.083
7. C -0.082
8. P 0.826

=====

# 3
Below is a 2-piece molecular cluster, C2H6N2O3 overall at a distorted geometry, with properties calculated with ωB97M-V/def2-TZVPD.

Properties
LUMO energy ... 0.616 eV
Maximum force ... 0.036 hartree/bohr
Kohn-Sham gap ... 11.318 eV
SMILES ... NC(=O)NC=O.O
E ... -11294.9164 eV
Energy above the lowest of the compared OMol25 structures with the same formula, charge and spin ... 0.411 eV

The geometry in ORCA input format:
```
! RIJCOSX wB97M-V def2-TZVPD def2/J DEFGRID3
* xyz 0 1
O 0.04 -0.38 -1.12
C 1.03 0.19 -0.74
N 1.09 1.24 0.12
C 0.05 1.73 0.97
N -1.17 1.14 0.76
O 0.28 2.67 1.68
H 2.03 -0.19 -1.01
H 2.01 1.60 0.32
H -1.85 1.82 1.07
H -1.28 0.69 -0.11
H -0.87 -2.96 -0.08
H -0.89 -3.82 -1.36
O -0.46 -3.72 -0.50
*
```

Results of the natural (NBO) charge analysis, in e, for atoms 1 through 8:
1. O -0.600
2. C 0.543
3. N -0.665
4. C 0.791
5. N -0.834
6. O -0.601
7. H 0.127
8. H 0.418

=====

# 4
Below is an isolated ion of composition C5H11IN3 and charge +1 at a distorted geometry, with properties calculated with ωB97M-V/def2-TZVPD.

Properties
LUMO energy ... -3.737 eV
Maximum force ... 0.063 hartree/bohr
Kohn-Sham gap ... 9.262 eV
SMILES ... CC1=[NH+][C@H](I)N[C@H](C)N1
E ... -17928.5143 eV
Energy above the lowest of the compared OMol25 structures with the same formula, charge and spin ... 0.000 eV

The geometry in ORCA input format:
```
! RIJCOSX wB97M-V def2-TZVPD def2/J DEFGRID3
* xyz 1 1
C -1.21 0.06 0.09
C 1.17 -0.58 0.20
C 0.21 1.35 1.54
C -2.55 -0.21 -0.48
C 2.15 -0.06 -0.86
N -0.18 -0.62 -0.35
N 1.14 0.12 1.46
N -1.06 0.98 1.03
I 0.96 3.17 0.49
H 1.45 -1.62 0.44
H 0.16 1.63 2.59
H -3.29 0.50 -0.14
H -2.86 -1.22 -0.20
H -2.51 -0.18 -1.57
H 2.31 -0.81 -1.63
H 3.11 0.16 -0.41
H 1.77 0.85 -1.34
H -0.33 -1.26 -1.12
H 2.06 0.35 1.80
H -1.86 1.50 1.37
*
```

Results of the natural (NBO) charge analysis, in e, for atoms 1 through 8:
1. C 0.575
2. C 0.111
3. C 0.021
4. C -0.679
5. C -0.644
6. N -0.514
7. N -0.621
8. N -0.564

=====

# 5
Below is C7H19NaO9 as an isolated structure at a distorted geometry, with properties calculated with ωB97M-V/def2-TZVPD.

Properties
LUMO energy ... -0.400 eV
Maximum force ... 0.087 hartree/bohr
Kohn-Sham gap ... 7.799 eV
E ... -30411.5305 eV
Energy above the lowest of the compared OMol25 structures with the same formula, charge and spin ... 0.875 eV

The geometry in ORCA input format:
```
! RIJCOSX wB97M-V def2-TZVPD def2/J DEFGRID3
* xyz 0 1
Na 0.74 0.09 -0.47
O 0.75 4.81 -0.43
C 0.21 3.58 -0.51
O -1.04 3.46 -0.43
O 0.95 2.56 -0.64
H -0.11 5.22 -0.30
C -3.00 0.35 -0.27
C -3.68 1.35 0.75
O -3.84 2.64 0.21
O -1.59 0.66 -0.45
H -3.52 0.38 -1.22
H -3.09 -0.67 0.12
H -3.16 1.44 1.71
H -4.65 0.88 0.89
H -2.95 2.95 0.03
H -1.47 1.62 -0.46
C 0.73 -2.18 -2.58
C 0.52 -3.11 -1.28
O 0.04 -2.32 -0.30
O 1.66 -1.17 -2.44
H -0.24 -1.78 -2.87
H 0.89 -2.78 -3.48
H 1.50 -3.51 -1.00
H -0.14 -3.93 -1.57
H 0.11 -2.70 0.58
H 1.51 -0.58 -3.18
C 2.89 -0.98 1.77
C 1.78 -0.34 2.59
O 0.50 -0.83 2.33
O 2.93 -0.32 0.54
H 2.73 -2.02 1.51
H 3.90 -0.87 2.16
H 1.73 0.73 2.38
H 2.07 -0.37 3.64
H 0.53 -1.78 2.49
H 3.79 -0.51 0.18
*
```

Results of the natural (NBO) charge analysis, in e, for atoms 1 through 8:
1. Na 0.921
2. O -0.686
3. C 0.962
4. O -0.858
5. O -0.848
6. H 0.490
7. C -0.083
8. C -0.087

=====

# 6
Below is C25H41Cl3CrN3O3SSi as an isolated structure at a distorted geometry, with properties calculated with ωB97M-V/def2-TZVPD.

Properties
LUMO energy (alpha / beta) ... -0.481 / -0.406 eV
Maximum force ... 0.051 hartree/bohr
Kohn-Sham gap (alpha / beta) ... 7.369 / 7.546 eV
⟨S²⟩ ... 3.785
E ... -121911.1767 eV

The geometry in ORCA input format:
```
! RIJCOSX wB97M-V def2-TZVPD def2/J DEFGRID3
* xyz 0 4
C -2.98 1.92 -0.95
C -3.24 1.71 0.51
H -3.85 1.74 -1.58
H -2.16 1.29 -1.29
H -2.66 2.95 -1.13
C -4.44 1.56 1.07
C -5.77 1.56 0.39
H -4.48 1.43 2.14
H -5.71 1.65 -0.69
H -6.38 2.39 0.75
H -6.33 0.65 0.62
Cr 0.40 -0.05 0.66
Cl 1.30 2.08 0.73
Cl 0.17 -0.02 -1.65
H 5.70 -1.85 0.54
H 6.10 0.00 -1.27
C 4.79 -2.09 -0.01
C 5.15 -0.33 -1.71
N 4.30 -0.92 -0.70
H 4.03 -2.42 0.69
C 3.09 -0.41 -0.44
O 2.32 -0.87 0.41
H 4.66 0.53 -2.15
H 2.82 0.46 -1.04
H 5.01 -2.89 -0.72
H 5.38 -1.05 -2.49
H -3.24 -1.02 -0.72
H -4.27 -1.48 1.54
C -2.68 -1.95 -0.65
C -3.74 -2.44 1.52
N -2.53 -2.31 0.75
H -1.71 -1.80 -1.10
C -1.34 -2.29 1.34
O -0.25 -2.07 0.77
H -3.51 -2.73 2.54
H -1.37 -2.52 2.41
H -3.22 -2.75 -1.17
H -4.39 -3.19 1.08
O -1.37 0.38 1.07
C -1.95 1.63 1.32
C -2.36 0.79 3.67
C -2.16 1.86 2.80
H -2.32 -0.21 3.27
C -2.58 1.00 5.02
H -1.30 2.43 0.96
C -2.16 3.15 3.32
H -2.75 0.16 5.68
C -2.59 2.30 5.53
C -2.37 3.37 4.68
H -1.99 3.98 2.66
H -2.77 2.47 6.59
H -2.37 4.38 5.06
Si 0.62 -0.66 -6.83
Cl -1.36 -0.04 -7.21
C 0.54 -2.44 -6.27
C 1.30 0.46 -5.50
C 1.57 -0.49 -8.43
H -0.06 -2.54 -5.36
H 1.54 -2.82 -6.05
H 0.10 -3.08 -7.03
H 1.14 -1.10 -9.21
H 2.61 -0.79 -8.29
H 1.57 0.54 -8.78
H 0.71 0.39 -4.59
H 1.29 1.50 -5.82
H 2.32 0.19 -5.26
S 0.62 -0.12 3.02
C 2.22 -0.01 3.32
N 2.75 1.16 3.77
C 4.06 1.27 4.11
C 4.91 0.16 4.00
C 4.39 -1.05 3.55
C 3.04 -1.15 3.21
H 2.14 2.00 3.88
H 4.45 2.21 4.47
H 5.95 0.24 4.28
H 5.03 -1.92 3.47
H 2.63 -2.10 2.88
*
```

Results of the Löwdin charge analysis, in e, for atoms 1 through 8:
1. C -0.042
2. C -0.228
3. H 0.066
4. H 0.026
5. H 0.093
6. C -0.116
7. C -0.094
8. H 0.102